[1]
42
Properties=species:S:1:pos:R:3:forces:R:3 method="wB97M-V/def2-TZVPD" e_above_lowest_kj_mol=1721.55 gap_ev=8.90 homo_energy_ev=-8.90
C -2.426454 -3.016916 -0.995525 -2.798 -5.104 -0.388
C -3.210695 -2.266885 -0.107363 -4.993 1.254 5.870
C -4.668524 -2.475608 -0.342618 -4.676 -4.237 -0.842
O -5.608886 -1.799462 -0.657243 1.971 0.152 0.642
O -5.065173 -4.036871 -0.263926 -0.313 2.603 0.438
H -6.087841 -4.128510 -0.206074 2.616 0.878 -0.293
H -3.164186 -2.621768 1.089312 0.435 1.510 -2.982
S -3.209618 -0.422889 -0.418471 0.573 -0.791 0.666
C -1.721891 -0.255064 0.431117 0.040 -7.301 1.405
N -0.991222 -1.278898 1.144931 -1.345 3.996 -0.347
N 0.043651 -0.509420 1.657635 1.405 -6.886 2.416
C 0.058791 0.642663 1.197599 6.658 1.450 3.350
N -0.934281 0.708283 0.464533 -5.095 13.144 -6.009
C -1.289918 2.229533 0.073186 4.080 -4.510 -3.276
C -0.393407 2.848197 -0.832077 -2.408 -3.175 4.803
C -0.812587 4.061008 -1.102924 10.583 3.284 -6.146
C -1.979782 4.434362 -0.971919 -11.323 9.753 0.345
C -2.973455 3.816867 -0.206147 -1.478 7.726 -5.004
C -2.484828 2.751303 0.184470 -5.574 -10.287 8.862
H -3.330710 2.126461 0.947394 2.642 1.151 -2.100
H -3.976118 4.254849 -0.214727 0.443 -0.615 0.630
H -2.409163 5.649338 -1.284110 1.872 -3.694 0.443
H -0.027774 4.769494 -1.747564 -2.094 -1.724 1.829
H 0.543372 2.517366 -0.693429 3.564 -0.976 -1.096
C 1.256967 1.655065 1.433696 -3.348 -5.666 9.034
H 1.834457 1.125362 2.567237 -2.275 1.258 -2.368
O 2.211333 1.515533 0.640240 -5.374 10.630 -3.498
C 3.160938 0.893357 0.325254 -2.420 -14.364 9.633
C 4.004655 1.053077 -0.478457 12.090 4.502 -10.723
C 5.107201 0.161791 -0.884857 -0.387 12.857 -6.980
C 5.117656 -0.946186 -0.423200 0.142 -10.516 4.145
C 4.124022 -1.450125 0.434956 -2.492 0.992 4.245
C 3.191780 -0.493919 0.950094 0.662 -3.314 -1.109
H 2.389087 -0.976930 1.615320 1.166 1.447 -0.930
H 4.149778 -2.474349 1.007363 0.159 2.001 -1.765
Cl 6.388569 -1.973053 -0.787396 1.808 -1.858 -0.642
H 5.842094 0.486656 -1.859095 -2.071 -0.701 3.346
H 4.037527 2.094686 -0.759828 0.341 0.324 -1.218
H 0.821488 2.519704 1.894081 0.724 1.638 -1.063
H -1.550512 -2.678612 -0.761223 5.949 1.141 0.335
H -2.571268 -4.161693 -0.810502 0.380 2.183 -0.590
H -2.833368 -2.649208 -1.865850 0.163 -0.153 -3.069

[2]
39
Properties=species:S:1:pos:R:3:forces:R:3 method="wB97M-V/def2-TZVPD" e_above_lowest_kj_mol=390.96 gap_ev=9.54 homo_energy_ev=-9.93
O 2.175183 2.895023 -0.093486 -0.689 -0.102 -1.078
H 1.739019 3.641635 0.317896 0.564 0.026 0.447
H 3.009475 2.662438 0.307278 0.154 0.269 0.456
O 2.598845 -2.065274 1.010029 -0.551 0.739 -0.727
H 2.461631 -1.202654 0.580192 0.751 0.568 0.833
H 1.937994 -2.448719 0.428363 -0.390 -1.394 0.206
O 0.430490 -0.645574 -3.119720 1.363 -0.788 -0.254
H 0.292050 -0.309853 -2.232368 -0.695 0.193 -0.256
H -0.353535 -0.672156 -3.656470 -0.638 0.178 0.329
O -0.323086 -2.891949 0.350138 2.658 -0.740 -1.299
H -0.721410 -3.515840 0.947331 -1.145 0.627 -0.101
H -0.684709 -2.046522 0.107557 -1.004 0.240 1.183
O -1.909325 2.120008 1.705198 -0.784 0.326 -0.759
H -1.707051 3.036092 1.924141 -0.433 -0.020 0.412
H -1.165476 1.982882 1.112701 0.285 -0.424 0.277
O -2.295253 0.203296 -0.495444 0.126 -1.243 0.212
H -2.407640 -0.311210 0.316457 -0.177 -0.104 -0.126
H -2.041672 1.035568 -0.130393 -0.080 1.151 0.086
O 0.089801 1.916382 -2.325615 -0.072 0.306 0.337
H 0.185065 2.539590 -1.598354 0.094 0.129 -0.014
H -0.068779 2.463371 -3.102437 0.069 -0.115 -0.021
O -3.528804 -0.929159 -2.767114 -0.322 0.498 0.541
H -2.717261 -0.429916 -2.897342 0.024 -0.035 -0.128
H -3.611978 -0.833330 -1.796216 -0.038 -0.242 -0.837
O -0.902356 -1.992796 2.733748 -0.231 0.914 0.494
H -1.532025 -2.671090 2.981275 0.240 -0.273 0.066
H -0.093198 -2.370622 2.378620 -0.066 -0.235 0.104
O 2.132045 0.174414 -0.635137 0.215 -0.399 -0.032
H 1.803734 0.905883 -1.163536 -0.087 0.360 -0.105
H 2.820986 -0.234947 -1.171767 -0.091 0.029 -0.147
O -1.958866 -3.027230 -1.805442 -0.144 0.018 0.262
H -1.664003 -3.435027 -2.620754 0.130 0.076 -0.087
H -1.171330 -2.788500 -1.298688 -0.091 -0.736 -0.623
O 2.806771 0.743371 2.810394 -1.480 -0.094 -0.450
H 2.175825 0.003021 2.797514 0.852 -0.678 0.484
H 2.257577 1.270461 2.206509 0.837 0.604 -0.277
O 0.459202 2.374773 2.214498 1.720 0.733 1.802
H 0.809507 3.105818 2.757354 -0.197 0.590 -0.858
H 0.672573 1.748338 2.923089 -0.677 -0.950 -0.351

[3]
17
Properties=species:S:1:pos:R:3:forces:R:3 method="wB97M-V/def2-TZVPD" e_above_lowest_kj_mol=470.83 gap_ev="8.62 / 9.06" charge=+1 homo_energy_ev="-12.76 / -13.23"
C -0.585490 -1.268913 -0.444085 -0.112 -0.161 -0.243
C 0.468858 -1.114726 0.661505 0.103 -1.078 0.212
C -0.890618 0.192682 -0.214233 -0.462 2.165 -2.402
C 1.499318 1.012730 -0.121379 0.689 0.419 -0.584
N -2.026187 0.550219 0.455693 0.134 -0.128 0.269
N 0.377099 0.376351 0.570527 0.115 0.667 0.660
H -0.170751 -1.499021 -1.422200 -0.008 0.099 0.030
H -1.409659 -1.946439 -0.234310 0.011 0.041 0.030
H 0.120288 -1.467718 1.631533 0.046 0.170 -0.059
H 1.468845 -1.497069 0.462972 -0.036 0.180 0.013
H -0.688396 1.484013 -1.820017 -0.047 -1.858 2.080
H 2.403003 0.932862 0.482110 -0.128 -0.100 0.103
H 1.657280 0.521948 -1.079973 -0.071 -0.009 0.068
H 1.275387 2.062284 -0.305853 -0.134 -0.089 0.041
H -2.880281 0.143014 0.101508 0.029 -0.059 0.036
H -2.136100 1.528595 0.687265 -0.027 -0.030 -0.131
H 0.231106 0.855514 1.465487 -0.102 -0.230 -0.121